Entry 1:
ORCA calculation (the ωB97M-V functional and the def2-TZVPD basis) on a molecular structure, C50H53N4PS3Tl.

## Properties
Energy relative to the best compared isomer or geometry (same formula, charge and spin) in kcal/mol: 15.4
Orbital gap in eV: 7.6
HOMO in eV: -9.7

```
! wB97M-V def2-TZVPD RIJCOSX def2/J DEFGRID3
* xyz 1 1
Tl 1.31817 -0.62528 1.92369
N 0.32647 -2.00908 0.08849
S -1.09473 -2.14148 0.35879
N -1.82473 -0.95888 1.28379
S -2.78543 0.20882 1.04209
N -2.33203 1.46052 0.26259
S -0.73273 1.81813 -0.12101
N 0.36397 1.11353 0.52249
C -0.90683 1.75072 -1.92651
C 0.09317 1.24192 -2.73021
C -0.07333 1.26602 -4.10741
C -1.23283 1.78712 -4.65951
C -2.23263 2.29132 -3.83721
C -2.06473 2.28403 -2.46341
C -0.68163 3.61782 0.08129
C 0.47297 4.21102 -0.40361
C 0.62077 5.58302 -0.32201
C -0.38973 6.35292 0.23279
C -1.54963 5.74942 0.69739
C -1.69693 4.37162 0.63229
C -3.34173 0.68632 2.69569
C -2.60783 0.30022 3.80289
C -3.04823 0.66242 5.06629
C -4.20853 1.40572 5.20989
C -4.92353 1.80843 4.09199
C -4.49123 1.44752 2.82599
C -4.30173 -0.38718 0.26089
C -5.11003 -1.24298 0.99249
C -6.22343 -1.80198 0.38849
C -6.50963 -1.50428 -0.93531
C -5.69973 -0.64008 -1.65511
C -4.58183 -0.07968 -1.05681
C -1.54143 -3.54618 1.42109
C -2.33813 -3.39788 2.54319
C -2.51113 -4.46948 3.40449
C -1.88833 -5.67778 3.13889
C -1.09553 -5.82198 2.01049
C -0.91323 -4.75008 1.15299
C -2.09853 -2.36598 -1.13571
C -1.64063 -1.78398 -2.30531
C -2.30203 -2.04748 -3.49371
C -3.39283 -2.90308 -3.49991
C -3.83933 -3.48228 -2.32301
C -3.19083 -3.20968 -1.12991
H 0.98717 0.84492 -2.27281
H 0.71217 0.88432 -4.74401
H -1.36313 1.80742 -5.73231
H -3.13753 2.70262 -4.26261
H -2.80843 2.69382 -1.79701
H 1.23937 3.58552 -0.83191
H 1.51977 6.04622 -0.70371
H -0.27143 7.42472 0.30849
H -2.34793 6.35072 1.10239
H -2.58193 3.87912 1.00069
H -1.70673 -0.27678 3.65669
H -2.48193 0.36192 5.93339
H -4.55293 1.67862 6.19549
H -5.81743 2.40112 4.20469
H -5.03973 1.74672 1.94409
H -4.87253 -1.46498 2.02379
H -6.86063 -2.47118 0.94599
H -7.37243 -1.94928 -1.40561
H -5.93473 -0.41088 -2.68311
H -3.92693 0.58872 -1.59551
H -2.78783 -2.43908 2.74719
H -3.12443 -4.35588 4.28639
H -2.00213 -6.50338 3.82419
H -0.61103 -6.76578 1.80639
H -0.26893 -4.82048 0.28839
H -0.75903 -1.16128 -2.27011
H -1.95363 -1.60928 -4.41781
H -3.88703 -3.13688 -4.43011
H -4.67633 -4.16218 -2.34001
H -3.51463 -3.67058 -0.20801
C 4.75107 -2.62638 -0.26751
C 5.35067 -1.38798 0.40669
C 5.66667 -1.74818 1.85709
C 6.62847 -0.99968 -0.32741
P 3.92627 -0.11498 0.38639
C 3.87127 0.18542 -1.42091
C 2.94337 -0.58638 -2.11931
C 2.89167 -0.53388 -3.50251
C 3.73377 0.31692 -4.20131
C 4.63397 1.10962 -3.51021
C 4.71207 1.03622 -2.13051
C 4.44887 1.55202 1.16889
C 5.89557 2.02963 1.07199
C 3.50077 2.58952 0.56009
C 4.08747 1.39982 2.65149
H 5.43957 -3.46438 -0.17061
H 4.57797 -2.45368 -1.32681
H 3.80437 -2.89738 0.19969
H 6.34197 -2.60358 1.87879
H 4.75357 -2.02328 2.38559
H 6.15127 -0.92948 2.38439
H 7.31297 -1.84648 -0.30911
H 7.13337 -0.16038 0.13699
H 6.42857 -0.76018 -1.36781
H 2.26967 -1.22708 -1.56451
H 2.19527 -1.16268 -4.03871
H 3.69627 0.36462 -5.28091
H 5.29647 1.77563 -4.04381
H 5.44057 1.63812 -1.61431
H 6.27497 2.04442 0.05539
H 6.55437 1.41662 1.67909
H 5.94667 3.05052 1.45179
H 3.77647 2.84152 -0.46101
H 3.51867 3.50362 1.15489
H 2.48117 2.19582 0.56419
H 4.48747 0.47692 3.06689
H 3.00217 1.39422 2.76739
H 4.47947 2.23393 3.23009
*
```

Entry 2:
ORCA calculation (the ωB97M-V functional and the def2-TZVPD basis) on 4 unconnected molecules or ions with the total composition C23H50BrCl2O4PS2.

## Properties
SMILES: C[C@@H](Cl)[C@H](Cl)[C@@]1([PH2]=S)OS(=O)(=O)O[C@H]1Br.CCCCCC.CCCCCC.CCCCCC
Orbital gap in eV: 9.6
HOMO in eV: -9.4

```
! wB97M-V def2-TZVPD RIJCOSX def2/J DEFGRID3
* xyz 0 1
C 0.97768 -0.79820 0.25664
C 0.53764 -2.05475 -0.49678
Cl 1.93328 -3.21003 -0.45160
C -0.66147 -2.74787 0.16331
Cl -0.99276 -4.36957 -0.49566
C -1.98192 -1.93483 0.13385
P -2.76696 -2.24858 1.84470
S -4.68460 -2.03931 1.95536
O -1.75920 -0.52767 0.03592
S -3.01572 0.28056 -0.56061
O -2.54442 1.03906 -1.66358
O -3.74846 0.93265 0.46213
O -3.79155 -1.02893 -1.04130
C -3.00395 -2.20150 -0.98673
Br -2.20266 -2.36924 -2.74464
H 0.70350 -0.87097 1.30821
H 0.43431 0.05426 -0.13299
H 2.04284 -0.64692 0.16367
H 0.36905 -1.85881 -1.54811
H -0.38607 -2.94544 1.19570
H -2.34347 -3.54201 2.19570
H -2.08815 -1.31151 2.64112
H -3.65480 -3.02373 -0.71503
C -3.29067 -1.06984 5.65645
C -2.93223 -2.55324 5.72455
C -4.15047 -3.47518 5.70618
C -5.10241 -3.29941 6.88968
C -4.46379 -3.49162 8.26464
C -3.90075 -4.89320 8.48304
H -3.88361 -0.75398 6.51488
H -2.38552 -0.45907 5.64455
H -3.86108 -0.84811 4.75116
H -2.32363 -2.74455 6.61221
H -2.29677 -2.80211 4.86627
H -3.80903 -4.51380 5.66244
H -4.70923 -3.30328 4.78165
H -5.92571 -4.01147 6.77866
H -5.55855 -2.30682 6.84658
H -5.21999 -3.29104 9.02768
H -3.67317 -2.75214 8.41943
H -4.68165 -5.64744 8.36755
H -3.48605 -4.99301 9.48692
H -3.10252 -5.12302 7.77564
C 0.56672 0.71664 -2.93093
C 2.05811 0.40287 -3.00360
C 2.64768 0.57274 -4.40132
C 2.04470 -0.35059 -5.46116
C 2.14152 -1.84198 -5.14172
C 3.57607 -2.34775 -5.02051
H -0.02113 0.04917 -3.56323
H 0.19532 0.60474 -1.91167
H 0.36102 1.74242 -3.24221
H 2.23903 -0.61502 -2.64138
H 2.59150 1.06696 -2.31767
H 3.72928 0.41888 -4.35174
H 2.50752 1.60977 -4.72290
H 2.54524 -0.15814 -6.41512
H 0.99409 -0.09065 -5.61722
H 1.63515 -2.39860 -5.93450
H 1.59734 -2.06528 -4.21872
H 4.13012 -2.16688 -5.94375
H 3.59418 -3.42054 -4.82443
H 4.10968 -1.85773 -4.20480
C 4.50832 7.34232 -3.73978
C 4.60429 5.82758 -3.58153
C 3.25760 5.11631 -3.70182
C 2.22536 5.50756 -2.64290
C 2.67316 5.29002 -1.19818
C 2.97327 3.82907 -0.87897
H 3.88677 7.79127 -2.96382
H 5.49499 7.80264 -3.67465
H 4.08044 7.60494 -4.70934
H 5.07189 5.58865 -2.62245
H 5.27288 5.43299 -4.35094
H 3.42391 4.03541 -3.66839
H 2.83460 5.32281 -4.68997
H 1.31248 4.93007 -2.82032
H 1.94519 6.55633 -2.77293
H 1.88127 5.64481 -0.53383
H 3.55232 5.90125 -0.97703
H 2.09356 3.20822 -1.06575
H 3.25466 3.70734 0.16809
H 3.79461 3.44498 -1.48637
*
```

Entry 3:
ORCA calculation (the ωB97M-V functional and the def2-TZVPD basis) on 2 unconnected molecules or ions with the total composition C3H6N2O.

## Properties
Energy relative to the best compared isomer or geometry (same formula, charge and spin) in kcal/mol: 27.7
Orbital gap (alpha / beta) in eV: 10.8 / 7.4
HOMO (alpha / beta) in eV: -15.5 / -15.5

```
! wB97M-V def2-TZVPD RIJCOSX def2/J DEFGRID3
* xyz 1 2
C -0.31010 -0.54452 -0.42400
C -1.67832 -0.63358 0.05998
N -2.08911 0.66997 0.33915
C -0.92152 1.42449 0.15620
N 0.19117 0.65028 -0.19227
H 0.11511 -1.26658 -1.18222
H -2.28328 -1.48075 0.04005
H -0.84328 2.49014 -0.00493
H 1.11839 1.02530 -0.50438
H 2.88929 -1.88791 -0.05692
H 3.83784 -0.85453 -0.31500
O 3.23889 -1.09322 0.28027
*
```

Entry 4:
ORCA calculation (the ωB97M-V functional and the def2-TZVPD basis) on a single C4H15OP3 molecule.

## Properties
SMILES: CCP(CC)[PH3][PH2]=O
Orbital gap in eV: 8.2
HOMO in eV: -7.7

```
! wB97M-V def2-TZVPD RIJCOSX def2/J DEFGRID3
* xyz 0 1
C 0.35299 -2.91684 0.71924
C -0.90482 -1.91019 0.41502
P -0.55825 -0.66850 -1.04541
C -2.15245 0.45031 -1.03192
C -2.04597 1.63146 0.12446
P 1.23322 0.51195 -0.59567
P 2.95195 1.74353 0.09166
O 2.71693 3.21439 -0.48798
H 0.83570 -3.36210 -0.25746
H 1.13001 -2.29521 1.37834
H -0.02405 -3.82824 1.37411
H -1.06757 -1.20681 1.36489
H -1.94005 -2.47191 0.22979
H -3.04045 -0.26891 -0.68797
H -2.40528 0.85702 -2.10070
H -2.97745 1.68177 0.83762
H -1.87041 2.64494 -0.47682
H -1.10262 1.48064 0.83664
H 1.18336 -0.06550 0.75257
H 2.02596 -0.12655 -1.62719
H 0.55371 1.76195 -0.94860
H 4.21825 1.26746 -0.40266
H 2.88729 1.87532 1.53804
*
```

Entry 5:
ORCA calculation (the ωB97M-V functional and the def2-TZVPD basis) on 4 unconnected molecules or ions with the total composition C22H43BBrNO12.

## Properties
SMILES: CCOCC[C@H]1NC(=O)[C@@H](B(O)CC)[C@H]1Br.CCOC(=O)OC.CCOC(=O)OC.CCOC(=O)OC
Orbital gap in eV: 10.1
HOMO in eV: -9.8

```
! wB97M-V def2-TZVPD RIJCOSX def2/J DEFGRID3
* xyz 0 1
C -6.29651 -1.43587 1.29367
C -5.77277 0.15033 1.37492
O -4.42427 0.09219 1.95881
C -3.96919 1.39841 2.45827
C -2.35231 1.61783 2.28973
C -1.41644 0.57462 3.14051
N -1.85412 -0.86107 3.33807
C -1.66012 -1.68016 2.04539
O -2.19981 -2.84814 1.68125
C -0.54650 -0.88970 1.08529
B -0.95852 -0.60004 -0.48008
O 0.13131 -0.15556 -1.41820
C -2.46819 -0.72809 -1.12850
C -2.64791 0.38144 -2.35882
C -0.14267 0.34883 2.08070
Br 0.80926 1.95483 1.36402
H -6.09053 -1.88346 2.37542
H -5.62779 -1.95388 0.48495
H -7.44993 -1.52849 1.11878
H -6.56491 0.73827 2.00433
H -5.76049 0.64754 0.30232
H -4.31573 1.63095 3.57572
H -4.49947 2.23777 1.79753
H -2.11710 1.66317 1.13801
H -2.12100 2.70864 2.71379
H -1.12838 0.88839 4.25440
H -2.79465 -1.02814 3.77039
H 0.27823 -1.72827 0.98424
H -0.02046 0.84844 -1.52209
H -3.32405 -0.44641 -0.34530
H -2.74509 -1.82725 -1.48972
H -3.79368 0.61399 -2.57911
H -2.15779 1.40179 -2.00416
H -2.09300 -0.05978 -3.30736
H 0.68552 -0.15717 2.77525
C 3.46896 -0.55331 0.24084
C 3.07327 -1.77248 -0.57813
O 4.18895 -2.26774 -1.33102
C 5.10002 -2.98396 -0.62667
O 5.04714 -3.24089 0.56658
O 6.09848 -3.34179 -1.47121
C 7.18148 -4.01425 -0.83111
H 3.92483 0.20807 -0.39815
H 2.59772 -0.12589 0.74257
H 4.21068 -0.81234 1.00396
H 2.30292 -1.48693 -1.30285
H 2.64776 -2.56098 0.04984
H 6.82991 -4.87424 -0.25245
H 7.72690 -3.31396 -0.19133
H 7.86157 -4.37675 -1.60700
C 2.80571 9.50630 1.13183
C 3.60385 8.35816 1.73051
O 2.77230 7.53317 2.55802
C 1.95436 6.67623 1.89791
O 1.87348 6.54798 0.68561
O 1.21756 6.00504 2.81706
C 0.23485 5.14129 2.24868
H 2.29235 10.06854 1.91679
H 3.45937 10.18208 0.57547
H 2.03297 9.13782 0.44869
H 4.39161 8.76283 2.37539
H 4.09628 7.76117 0.95704
H 0.68118 4.45242 1.52461
H -0.55578 5.73577 1.78101
H -0.20675 4.55183 3.05703
C 1.43759 -4.62918 -2.17448
C -0.04798 -4.62459 -1.84779
O -0.81977 -4.19861 -2.97906
C -0.99363 -5.12613 -3.95302
O -0.56228 -6.26916 -3.94389
O -1.70567 -4.55543 -4.95577
C -1.86970 -5.39572 -6.09675
H 1.74939 -3.65532 -2.56201
H 2.02746 -4.86750 -1.28636
H 1.67072 -5.36795 -2.94874
H -0.23935 -3.90529 -1.04395
H -0.38706 -5.60220 -1.49221
H -2.29200 -6.36652 -5.81885
H -0.90924 -5.52256 -6.60530
H -2.56335 -4.90300 -6.78379
*
```

Entry 6:
ORCA calculation (the ωB97M-V functional and the def2-TZVPD basis) on a molecular structure, C16H19NO3ReSSbSe4.

## Properties
Energy relative to the best compared isomer or geometry (same formula, charge and spin) in kcal/mol: 0.0
Orbital gap (alpha / beta) in eV: 5.9 / 5.9
HOMO (alpha / beta) in eV: -10.3 / -10.1

```
! wB97M-V def2-TZVPD RIJCOSX def2/J DEFGRID3
* xyz 1 2
Re -0.53366 1.91904 0.43685
Se 2.92056 5.64489 2.23888
Sb 2.59774 3.40708 1.65553
Se 0.22442 2.54905 2.54584
Se 1.14036 3.10722 -0.63568
Se 4.22256 1.66560 1.71057
C 1.86427 -4.44150 -0.90497
O 1.84571 -3.09531 -0.43280
C 1.28655 -2.85672 0.76518
C 0.60456 -3.80276 1.52053
C 0.10550 -3.46709 2.76949
C 0.28222 -2.19618 3.29599
C 0.94885 -1.24078 2.54898
C 1.41909 -1.55609 1.28437
N 2.15324 -0.56946 0.55066
C 1.99587 -0.22783 -0.68216
C 0.91789 -0.65423 -1.55452
C 1.23793 -1.15997 -2.81924
C 0.25717 -1.69052 -3.62551
C -1.06239 -1.69148 -3.18716
C -1.41455 -1.12882 -1.97336
C -0.43512 -0.58163 -1.14755
O -0.78191 0.04760 -0.00682
H 2.46317 -4.42917 -1.80930
H 0.85555 -4.78594 -1.14231
H 2.32313 -5.10747 -0.17268
H 0.47124 -4.80824 1.14318
H -0.41812 -4.22190 3.34318
H -0.09042 -1.95020 4.28208
H 1.11636 -0.24690 2.93868
H 2.89521 -0.05347 1.06690
H 2.77273 0.42590 -1.06976
H 2.27354 -1.17092 -3.14119
H 0.51135 -2.10154 -4.59399
H -1.83461 -2.11384 -3.81792
H -2.44577 -1.08566 -1.65219
C -4.55833 3.90784 -0.16180
S -3.06509 3.78456 0.79909
C -2.15868 5.20136 0.20696
O -2.39523 2.55607 0.07009
H -5.11552 4.77445 0.19970
H -5.12993 3.00082 0.02431
H -4.30697 4.00868 -1.21619
H -2.67372 6.08058 0.60368
H -2.12908 5.20875 -0.88112
H -1.15766 5.14616 0.62754
*
```